(1)
The following is a DFT calculation (ωB97M-V/def2-TZVPD) of a cluster of 2 separate species, C32H40O4S in total at a distorted geometry.

Last column: Mulliken charge in e.
Atoms and positions in Å:
C (2.902, -1.586, 4.343)  -1.553
C (3.155, -1.561, 2.869)  0.519
C (3.285, -0.350, 2.187)  -0.677
C (3.153, -0.291, 0.794)  1.657
C (3.154, 1.061, 0.143)  -1.760
C (3.019, -1.492, 0.072)  0.944
C (2.725, -1.534, -1.414)  -0.060
C (3.972, -1.328, -2.266)  -1.517
C (1.593, -0.600, -1.929)  -2.111
C (0.337, -0.632, -1.140)  -0.876
C (-0.906, -0.818, -1.813)  0.398
C (-1.773, -1.861, -1.358)  0.646
C (-1.254, -2.876, -0.387)  -1.634
C (-3.078, -1.904, -1.830)  -0.575
C (-3.521, -1.048, -2.844)  0.736
C (-4.962, -1.060, -3.276)  -1.667
C (-2.615, -0.140, -3.401)  -1.111
C (-1.307, -0.018, -2.938)  1.395
C (-0.385, 0.965, -3.586)  -1.744
C (3.297, -2.707, 0.737)  0.176
C (3.611, -3.960, -0.029)  -1.707
C (3.266, -2.741, 2.128)  -0.916
H (2.757, -2.615, 4.682)  0.366
H (3.732, -1.150, 4.912)  0.325
H (1.996, -1.019, 4.595)  0.251
H (3.439, 0.576, 2.747)  0.417
H (3.804, 1.103, -0.737)  0.208
H (2.139, 1.363, -0.155)  0.169
H (3.496, 1.832, 0.846)  0.473
H (2.335, -2.538, -1.629)  0.601
H (4.787, -1.983, -1.958)  0.340
H (3.750, -1.535, -3.317)  0.410
H (4.329, -0.298, -2.192)  0.290
H (1.959, 0.434, -2.072)  0.488
H (1.344, -0.961, -2.947)  0.797
H (0.442, -0.894, -0.079)  1.705
H (-1.854, -3.792, -0.454)  0.551
H (-0.204, -3.131, -0.581)  0.137
H (-1.335, -2.507, 0.644)  0.266
H (-3.778, -2.614, -1.380)  0.429
H (-5.102, -0.412, -4.148)  0.385
H (-5.289, -2.073, -3.539)  0.387
H (-5.629, -0.699, -2.478)  0.323
H (-2.952, 0.527, -4.197)  0.272
H (-0.935, 1.551, -4.331)  0.441
H (0.039, 1.671, -2.859)  0.316
H (0.451, 0.485, -4.115)  0.310
H (3.969, -4.745, 0.645)  0.443
H (2.735, -4.365, -0.553)  0.315
H (4.395, -3.795, -0.778)  0.244
H (3.311, -3.696, 2.657)  0.338
C (1.830, 4.070, 2.495)  -1.215
C (1.107, 2.798, 2.849)  -0.114
O (0.641, 2.209, 1.596)  -0.229
C (0.143, 0.941, 1.701)  -0.312
C (-0.884, 0.703, 0.678)  0.237
S (-2.372, 0.318, 1.495)  1.475
C (-3.360, 1.717, 1.005)  -0.320
C (-3.877, 2.557, 1.989)  -0.385
C (-4.870, 3.470, 1.637)  -0.648
C (-5.279, 3.584, 0.305)  -0.440
C (-4.623, 2.855, -0.700)  -0.761
C (-3.629, 1.935, -0.344)  0.488
O (-3.043, -0.829, 0.935)  -0.668
O (-2.246, 0.442, 2.925)  -0.769
O (0.536, 0.094, 2.499)  -0.626
H (2.189, 4.549, 3.409)  0.424
H (2.698, 3.884, 1.850)  0.232
H (1.164, 4.773, 1.983)  0.294
H (1.773, 2.098, 3.365)  0.154
H (0.230, 3.006, 3.475)  0.344
H (-0.992, 1.477, -0.071)  0.594
H (-3.515, 2.464, 3.010)  0.463
H (-5.333, 4.068, 2.421)  0.375
H (-6.119, 4.235, 0.052)  0.372
H (-4.890, 2.965, -1.750)  0.416
H (-3.077, 1.377, -1.100)  0.060

Summary:
Lowest unoccupied orbital energy ... -0.0609 Ha
Total energy ... -1942.37580 a.u.
Relative energy (zero: lowest compared OMol25 entry of this formula, charge and spin) ... 0.0 kJ/mol
HOMO-LUMO gap ... 5.92 eV

=====

(2)
The following is a DFT calculation (ωB97M-V/def2-TZVPD) of a cluster of 3 separate species, C4H13NO2 in total at a distorted geometry.

Last column: natural (NBO) charge in e.
Atoms and positions in Å:
C (0.164, -1.932, 1.995)  -0.626
C (-0.405, -2.177, 0.617)  -0.467
C (0.012, -1.385, -0.570)  0.018
C (0.290, -0.051, -0.552)  0.087
N (0.413, 0.877, -1.501)  -0.584
H (-0.001, -2.846, 2.545)  0.247
H (-0.143, -1.092, 2.616)  0.233
H (1.253, -1.839, 1.886)  0.216
H (-0.254, -3.224, 0.354)  0.248
H (-1.527, -1.939, 0.584)  0.279
H (0.080, -1.995, -1.472)  0.227
H (0.295, 0.464, 0.403)  0.226
H (0.534, 1.872, -1.352)  0.467
H (0.653, 0.629, -2.459)  0.409
H (-2.145, 1.412, -1.642)  0.474
H (-3.056, 2.149, -0.578)  0.496
O (-2.247, 1.655, -0.704)  -0.965
H (1.735, 3.123, 0.697)  0.491
H (2.624, 3.061, -0.603)  0.489
O (1.726, 3.237, -0.263)  -0.965

Summary:
Charge ... +1
Lowest unoccupied orbital energy (alpha / beta) ... -0.1099 / -0.2446 Ha
Total energy ... -365.13675 a.u.
Relative energy (zero: lowest compared OMol25 entry of this formula, charge and spin) ... 26.9 kJ/mol
HOMO-LUMO gap (alpha / beta) ... 11.09 / 8.49 eV
Multiplicity ... 2
<S²> ... 0.76

=====

(3)
The following is a DFT calculation (ωB97M-V/def2-TZVPD) of a cluster of 10 separate species, C68H79BNO5P2 in total at a distorted geometry.

Last column: Mulliken charge in e.
Atoms and positions in Å:
C (-2.179, -0.921, -0.865)  -1.513
C (-1.304, -2.154, -0.611)  -0.659
C (-0.439, -2.491, -1.846)  -0.231
P (-0.944, -4.017, -2.669)  0.900
C (-0.250, -5.512, -1.881)  -1.117
C (0.316, -5.315, -0.451)  -0.466
C (1.710, -5.877, -0.245)  -0.095
O (1.920, -6.607, 0.663)  -0.481
N (2.758, -5.485, -1.134)  -0.306
C (3.365, -4.270, -0.646)  -0.005
C (3.347, -3.115, -1.427)  -0.002
C (3.898, -1.921, -0.975)  -0.645
C (4.479, -1.880, 0.289)  -0.542
C (4.516, -3.038, 1.063)  -0.549
C (3.972, -4.230, 0.607)  -0.372
B (-2.908, -4.205, -2.682)  0.117
O (-3.318, -5.368, -2.108)  -0.657
C (-3.921, -3.172, -3.238)  -0.076
C (-3.668, -2.742, -4.703)  -1.185
P (-0.077, -3.909, -4.689)  0.900
O (-0.577, -2.718, -5.369)  -0.598
O (1.491, -3.850, -4.499)  -0.511
O (-0.300, -5.286, -5.421)  -0.540
H (-2.525, -0.899, -1.895)  0.265
H (-3.015, -0.927, -0.175)  0.362
H (-1.598, -0.017, -0.724)  0.370
H (-1.889, -3.003, -0.257)  0.449
H (-0.628, -1.896, 0.199)  0.553
H (0.573, -2.697, -1.491)  0.039
H (-0.363, -1.658, -2.539)  0.203
H (0.521, -5.903, -2.542)  0.910
H (-1.010, -6.284, -1.830)  0.580
H (0.313, -4.283, -0.106)  0.174
H (-0.310, -5.869, 0.237)  0.454
H (2.374, -5.265, -2.047)  0.407
H (2.901, -3.160, -2.414)  0.436
H (3.853, -1.056, -1.616)  0.453
H (4.913, -0.956, 0.636)  0.465
H (4.995, -2.995, 2.029)  0.404
H (3.997, -5.129, 1.202)  0.492
H (-4.030, -5.160, -1.483)  0.275
H (-4.008, -2.269, -2.635)  0.309
H (-4.906, -3.638, -3.193)  0.374
H (-4.577, -2.368, -5.158)  0.420
H (-3.220, -3.518, -5.315)  0.192
H (-2.963, -1.915, -4.706)  0.281
H (1.763, -2.935, -4.667)  0.367
H (-1.078, -5.781, -5.132)  0.408
C (-0.987, 3.984, -4.223)  -0.346
C (-0.110, 4.439, -3.246)  -0.489
C (0.625, 3.531, -2.497)  -0.354
C (0.490, 2.171, -2.729)  -0.548
C (-0.385, 1.718, -3.706)  -0.209
C (-1.127, 2.622, -4.452)  -0.668
H (-1.562, 4.692, -4.805)  0.378
H (-0.001, 5.500, -3.070)  0.384
H (1.307, 3.883, -1.733)  0.520
H (1.070, 1.464, -2.146)  0.466
H (-0.488, 0.654, -3.890)  0.475
H (-1.812, 2.268, -5.212)  0.385
C (1.315, 4.906, 1.385)  -0.412
C (1.899, 5.370, 2.555)  -0.737
C (1.781, 4.636, 3.727)  -0.101
C (1.085, 3.435, 3.729)  -0.096
C (0.504, 2.970, 2.557)  -0.813
C (0.616, 3.707, 1.386)  -0.210
H (1.405, 5.480, 0.471)  0.401
H (2.448, 6.304, 2.555)  0.452
H (2.234, 5.001, 4.640)  0.373
H (0.998, 2.861, 4.643)  0.378
H (-0.038, 2.032, 2.558)  0.394
H (0.159, 3.345, 0.473)  0.401
C (-8.660, -4.221, -0.888)  -0.517
C (-9.350, -3.097, -0.457)  -0.424
C (-8.656, -1.988, 0.007)  -0.375
C (-7.269, -1.999, 0.035)  -0.616
C (-6.580, -3.122, -0.398)  0.178
C (-7.273, -4.234, -0.857)  -0.335
H (-9.202, -5.085, -1.246)  0.375
H (-10.431, -3.085, -0.483)  0.375
H (-9.196, -1.115, 0.348)  0.376
H (-6.728, -1.133, 0.394)  0.364
H (-5.494, -3.129, -0.376)  0.272
H (-6.736, -5.115, -1.191)  0.331
C (5.112, 2.456, 6.473)  -0.453
C (4.478, 2.695, 5.262)  -0.250
C (5.171, 3.302, 4.225)  -0.613
C (6.499, 3.664, 4.397)  -0.275
C (7.136, 3.422, 5.606)  -0.546
C (6.440, 2.820, 6.647)  -0.496
H (4.568, 1.989, 7.285)  0.456
H (3.442, 2.411, 5.127)  0.455
H (4.673, 3.498, 3.283)  0.438
H (7.038, 4.140, 3.589)  0.486
H (8.171, 3.709, 5.740)  0.399
H (6.932, 2.638, 7.593)  0.400
C (0.537, 3.027, 9.872)  -0.429
C (-0.094, 3.263, 8.659)  -0.551
C (0.604, 3.860, 7.617)  -0.070
C (1.935, 4.213, 7.788)  -0.647
C (2.568, 3.974, 9.001)  -0.485
C (1.869, 3.384, 10.044)  -0.525
H (-0.008, 2.565, 10.685)  0.389
H (-1.131, 2.983, 8.526)  0.388
H (0.109, 4.052, 6.673)  0.448
H (2.481, 4.677, 6.975)  0.606
H (3.607, 4.250, 9.133)  0.424
H (2.360, 3.203, 10.991)  0.401
C (1.200, 7.948, 10.330)  -0.643
C (1.471, 7.345, 9.110)  0.041
C (2.113, 8.063, 8.110)  -0.475
C (2.492, 9.380, 8.332)  -0.437
C (2.224, 9.981, 9.554)  -0.483
C (1.574, 9.266, 10.552)  -0.357
H (0.697, 7.389, 11.109)  0.384
H (1.183, 6.319, 8.936)  0.376
H (2.317, 7.594, 7.155)  0.516
H (2.995, 9.938, 7.552)  0.385
H (2.519, 11.007, 9.729)  0.366
H (1.361, 9.737, 11.503)  0.373
C (-6.503, -6.700, -8.201)  -0.563
C (-7.106, -6.885, -6.965)  -0.396
C (-6.343, -6.841, -5.807)  -0.623
C (-4.978, -6.605, -5.887)  0.019
C (-4.375, -6.416, -7.124)  -0.357
C (-5.137, -6.468, -8.282)  -0.435
H (-7.098, -6.737, -9.104)  0.386
H (-8.171, -7.064, -6.904)  0.376
H (-6.813, -6.991, -4.843)  0.395
H (-4.383, -6.568, -4.980)  0.360
H (-3.309, -6.230, -7.190)  0.333
H (-4.667, -6.326, -9.247)  0.473
C (-1.253, -6.493, -12.936)  -0.352
C (-2.379, -6.888, -13.645)  -0.407
C (-3.435, -7.502, -12.986)  -0.379
C (-3.368, -7.714, -11.616)  -0.412
C (-2.243, -7.317, -10.907)  -0.261
C (-1.184, -6.709, -11.567)  -0.434
H (-0.429, -6.018, -13.451)  0.360
H (-2.434, -6.718, -14.712)  0.363
H (-4.310, -7.815, -13.540)  0.369
H (-4.194, -8.191, -11.102)  0.415
H (-2.191, -7.482, -9.837)  0.394
H (-0.304, -6.404, -11.015)  0.360
C (5.463, 6.980, 4.608)  0.121
C (6.275, 7.245, 3.515)  -0.467
C (6.820, 8.510, 3.344)  -0.479
C (6.560, 9.509, 4.272)  -0.416
C (5.751, 9.244, 5.368)  -0.332
C (5.199, 7.981, 5.534)  -0.569
H (5.036, 5.994, 4.741)  0.263
H (6.484, 6.465, 2.793)  0.330
H (7.450, 8.718, 2.488)  0.371
H (6.989, 10.494, 4.142)  0.369
H (5.550, 10.022, 6.093)  0.390
H (4.565, 7.776, 6.388)  0.401

Summary:
Charge ... +1
Lowest unoccupied orbital energy ... -0.1481 Ha
Total energy ... -3776.95287 a.u.
HOMO-LUMO gap ... 6.12 eV

=====

(4)
The following is a DFT calculation (ωB97M-V/def2-TZVPD) of a structure of composition CH5ClEuO4 at a distorted geometry.

Last column: natural (NBO) charge in e.
Atoms and positions in Å:
Eu (-0.532, -0.297, 0.278)  1.524
C (-1.833, 1.505, -0.986)  -1.222
H (-2.442, 0.574, -0.922)  0.131
H (-2.004, 2.142, -0.083)  0.191
H (-2.040, 2.093, -1.888)  0.230
H (0.105, 1.331, -1.148)  0.108
H (0.748, 0.932, -0.973)  -0.143
O (2.768, -2.402, 1.608)  -0.729
Cl (1.654, -1.686, 1.161)  2.435
O (0.359, -2.330, 1.573)  -0.854
O (1.605, -0.293, 1.717)  -0.839
O (1.612, -1.570, -0.336)  -0.832

Summary:
Lowest unoccupied orbital energy (alpha / beta) ... -0.0251 / -0.0237 Ha
Total energy ... -1512.20436 a.u.
HOMO-LUMO gap (alpha / beta) ... 6.80 / 7.04 eV
Multiplicity ... 8
<S²> ... 15.76